Entry 1:
Below is the molecule C6H12 at a distorted geometry, with properties calculated with wB97M-V/def2-TZVPD.

## Properties
SMILES: C=C(CC)CC
Largest force on an atom in Eh/bohr: 0.0282
Multiplicity: 1
E in eV: -6415.952
Energy relative to the best compared isomer or geometry (same formula, charge and spin) in kcal/mol: 22.8
Charge: 0
Gap between HOMO and LUMO in eV: 10.377

Atoms and positions in Å:
C -0.60501 -1.12616 -0.64683
C -0.00298 0.00761 0.12618
C 1.01533 0.79477 -0.67593
C -1.56639 -2.01636 0.14606
C 1.34410 2.21107 -0.22316
C -0.20113 0.23704 1.41833
H 0.75812 0.74524 -1.73018
H 0.13197 1.15502 1.88569
H -1.15951 -0.75744 -1.50413
H -0.98224 -2.67276 0.79250
H -0.78394 -0.41817 2.05310
H 1.60682 2.15912 0.83301
H -2.12314 -2.66442 -0.53126
H -2.22031 -1.50278 0.85128
H 0.15017 -1.83697 -1.00108
H 1.96136 0.22911 -0.67050
H 0.48173 2.86135 -0.35291
H 2.19504 2.59472 -0.77020

***

Entry 2:
Below is a structure of composition C10H10FN at a distorted geometry, with properties calculated with wB97M-V/def2-TZVPD.

## Properties
Largest force on an atom in Eh/bohr: 0.0861
Multiplicity: 1
E in eV: -14735.394
Energy relative to the best compared isomer or geometry (same formula, charge and spin) in kcal/mol: 74.9
Charge: 0
Gap between HOMO and LUMO in eV: 9.580

Atoms and positions in Å:
F 1.78153 -0.13636 1.83851
N -0.93267 -0.56103 1.11621
C -2.41016 0.97288 -0.73292
C 1.69301 1.50216 0.08659
C -3.01942 0.21965 0.22697
C 1.73979 -0.82689 -0.71103
C 2.27169 2.54962 0.15808
C -2.24377 -0.50283 1.19439
C 1.30912 -2.21004 -0.24988
C 1.16808 0.26869 0.22852
C -1.03301 1.16403 -0.68237
C -0.30487 0.35006 0.27546
H -0.48602 1.77634 -1.42860
H 2.76925 -0.82994 -0.80344
H 1.30850 -0.59194 -1.68189
H 1.97385 -3.05517 -0.50999
H -2.95077 1.57661 -1.51051
H -2.78664 -0.88589 2.00227
H 2.70325 3.44681 0.25970
H 1.30151 -2.06874 0.80889
H -4.10076 0.18677 0.44491
H 0.24851 -2.34480 -0.32986